188
Properties=species:S:1:pos:R:3 method="wB97M-V/def2-TZVPD" gap_ev=10.717 energy_ev=-176459.0761 largest_force_ev_per_a=4.4 total_charge=0 lumo_ev=0.5 e_homo_ev=-10.22
C -2.03 -2.71 1.34
O -1.55 -4.06 1.41
P -2.44 -5.27 2.07
O -3.89 -5.06 1.93
O -1.81 -6.51 1.37
C -1.61 -6.63 -0.05
O -2.08 -5.47 3.58
C -3.08 -4.78 4.51
H -2.14 -2.28 2.35
H -3.02 -2.63 0.89
H -1.28 -2.15 0.69
H -0.76 -6.01 -0.34
H -2.53 -6.29 -0.58
H -1.47 -7.68 -0.30
H -4.04 -5.27 4.54
H -3.17 -3.73 4.27
H -2.60 -4.91 5.44
C 2.52 -0.54 1.14
O 1.36 0.17 1.65
P 0.39 0.57 0.45
O -0.17 -0.65 -0.25
O 1.21 1.64 -0.43
C 1.48 2.94 0.18
O -0.79 1.43 1.15
C -1.93 0.79 1.56
H 2.13 -1.30 0.47
H 3.17 -0.92 1.92
H 3.19 0.02 0.53
H 0.56 3.50 0.11
H 2.36 3.38 -0.37
H 1.78 2.78 1.22
H -2.17 0.22 0.66
H -2.75 1.47 1.69
H -1.84 0.20 2.43
C 1.19 -3.58 -0.77
O 0.87 -4.63 -1.64
P 0.91 -4.56 -3.18
O 1.75 -3.57 -3.83
O -0.63 -4.54 -3.69
C -0.86 -4.33 -5.09
O 1.42 -6.04 -3.60
C 0.83 -7.27 -3.18
H 2.23 -3.37 -0.89
H 1.03 -3.81 0.28
H 0.55 -2.77 -0.95
H -0.12 -3.60 -5.49
H -1.86 -3.90 -5.17
H -0.87 -5.29 -5.55
H 1.40 -7.90 -3.86
H -0.26 -7.38 -3.32
H 1.08 -7.46 -2.11
C -1.50 1.78 -3.34
O -2.54 2.84 -3.23
P -2.64 3.66 -1.86
O -1.29 4.20 -1.47
O -3.76 4.70 -2.13
C -3.74 5.69 -3.20
O -3.22 2.79 -0.69
C -4.43 2.02 -0.77
H -1.68 0.88 -2.69
H -0.55 2.23 -3.03
H -1.47 1.39 -4.32
H -2.93 5.51 -3.92
H -3.57 6.66 -2.77
H -4.73 5.64 -3.63
H -5.11 2.47 -1.52
H -4.90 2.07 0.22
H -4.14 0.96 -0.96
C 1.55 -6.94 1.89
O 1.98 -6.48 0.59
C 3.09 -5.76 0.67
O 3.48 -5.23 1.69
O 3.48 -5.53 -0.58
C 4.81 -4.80 -0.63
H 0.91 -7.78 1.68
H 1.01 -6.10 2.32
H 2.42 -7.28 2.48
H 5.07 -4.79 -1.68
H 5.56 -5.24 0.02
H 4.63 -3.77 -0.45
C -3.98 1.79 4.67
O -4.60 0.54 4.58
C -5.22 0.32 3.40
O -5.28 1.12 2.48
O -5.78 -0.81 3.54
C -6.80 -1.20 2.50
H -3.75 1.98 5.72
H -4.46 2.64 4.21
H -3.00 1.81 4.10
H -7.43 -0.39 2.23
H -7.38 -2.04 2.83
H -6.25 -1.51 1.60
C 3.54 2.11 3.48
O 4.78 2.78 3.37
C 5.23 2.99 2.10
O 4.69 2.58 1.12
O 6.43 3.54 2.10
C 7.15 3.71 3.33
H 3.51 1.41 2.65
H 2.64 2.74 3.50
H 3.68 1.51 4.39
H 6.73 4.47 4.00
H 8.19 3.89 3.12
H 7.20 2.76 3.89
C 2.97 6.85 3.70
O 1.93 6.67 2.75
C 1.21 5.60 2.92
O 1.39 4.79 3.80
O 0.26 5.40 1.97
C -0.13 6.50 1.13
H 2.84 6.24 4.56
H 2.95 7.91 4.01
H 3.84 6.55 3.14
H -0.41 7.35 1.75
H -1.04 6.13 0.64
H 0.74 6.72 0.45
C 1.74 -0.26 -3.00
O 1.98 -0.28 -4.36
C 0.97 -0.55 -5.17
O -0.19 -0.53 -4.83
O 1.40 -0.65 -6.38
C 0.49 -1.01 -7.36
H 1.17 0.65 -2.75
H 2.72 -0.26 -2.49
H 1.14 -1.12 -2.72
H -0.54 -0.79 -7.10
H 0.56 -2.07 -7.60
H 0.78 -0.46 -8.23
C -2.34 -1.80 -2.32
O -3.52 -2.43 -2.68
C -4.63 -2.15 -2.09
O -4.76 -1.43 -1.14
O -5.52 -2.84 -2.73
C -6.91 -2.76 -2.38
H -1.87 -2.35 -1.54
H -2.56 -0.87 -1.76
H -1.58 -1.49 -3.08
H -7.42 -2.31 -3.24
H -7.10 -2.17 -1.51
H -7.27 -3.79 -2.23
C 0.04 1.01 4.96
O 0.78 -0.21 4.97
C 0.19 -1.27 4.48
O -0.97 -1.38 4.30
O 1.16 -2.18 4.31
C 0.84 -3.45 3.68
H 0.17 1.53 4.00
H 0.39 1.66 5.76
H -1.01 0.83 5.14
H -0.07 -3.88 4.11
H 1.74 -4.03 3.86
H 0.66 -3.29 2.58
C -3.60 4.77 1.93
O -3.16 5.03 3.30
C -2.56 6.14 3.58
O -2.62 7.15 2.91
O -1.76 6.13 4.63
C -1.58 4.87 5.31
H -3.90 5.72 1.54
H -4.44 4.06 1.99
H -2.72 4.40 1.39
H -0.95 5.11 6.17
H -1.09 4.18 4.64
H -2.54 4.45 5.58
C 6.31 0.21 -0.71
O 5.86 0.12 -2.11
C 5.51 -1.08 -2.53
O 5.33 -2.11 -1.90
O 5.43 -0.96 -3.88
C 4.78 -2.05 -4.56
H 5.57 0.85 -0.15
H 7.23 0.76 -0.77
H 6.54 -0.80 -0.35
H 5.32 -3.02 -4.48
H 4.67 -1.64 -5.57
H 3.80 -2.21 -4.19
C 3.61 2.43 -3.84
O 3.07 3.74 -3.91
C 1.83 3.92 -4.28
O 1.08 3.07 -4.74
O 1.56 5.20 -4.05
C 0.14 5.46 -4.14
H 3.37 1.91 -2.90
H 4.69 2.58 -3.89
H 3.20 1.81 -4.65
H -0.18 5.47 -5.18
H 0.06 6.46 -3.73
H -0.42 4.77 -3.50